1.
Computed, not measured: a molecular structure, C26H32BO4, with the ωB97M-V functional and the def2-TZVPD basis.

XYZ file:
```
63
C26H32BO4 (the ωB97M-V functional and the def2-TZVPD basis)
C 5.614 1.113 3.660
C 4.369 0.300 3.794
C 4.172 -1.084 3.878
C 2.724 -1.187 3.956
C 1.994 0.147 4.182
B 2.661 -0.605 1.804
O 2.057 -1.759 1.889
C 0.703 -1.348 1.552
C 0.359 -1.775 0.158
C -0.261 -2.128 2.417
C 0.849 0.254 1.562
C -0.091 1.014 0.635
C 0.883 0.803 2.983
O 2.237 0.399 1.094
O 3.156 0.967 4.207
H 6.522 0.460 3.671
H 5.589 1.572 2.668
H 5.610 1.978 4.350
H 5.005 -1.890 3.899
H 2.333 -2.127 4.320
H -0.708 -1.594 0.026
H 0.967 -1.339 -0.627
H 0.521 -2.827 0.146
H -1.313 -1.872 2.161
H -0.093 -3.165 2.080
H -0.103 -2.071 3.497
H -1.188 0.823 0.893
H 0.013 2.131 0.778
H 0.087 0.787 -0.476
H -0.233 0.401 4.417
H 1.156 0.016 4.934
H 0.760 1.923 3.182
C -5.005 -1.448 8.860
O -4.725 -1.985 7.532
C -3.620 -1.576 6.840
C -3.499 -2.149 5.549
C -2.711 -1.501 4.617
C -1.929 -0.381 4.936
C -1.160 0.357 3.876
C -1.722 1.724 3.585
C -2.862 1.917 2.787
C -3.387 3.194 2.626
C -2.814 4.277 3.253
C -3.160 5.707 2.923
C -1.606 4.062 3.967
C -1.017 2.806 4.134
C -2.024 0.159 6.214
C -2.771 -0.482 7.167
H -5.590 -2.242 9.367
H -4.062 -1.209 9.431
H -5.642 -0.524 8.780
H -4.154 -3.008 5.284
H -2.820 -1.870 3.614
H -1.249 -0.212 2.923
H -3.448 1.081 2.437
H -4.242 3.357 1.963
H -3.156 6.296 3.832
H -2.545 6.257 2.190
H -4.169 5.767 2.533
H -1.095 4.917 4.358
H -0.105 2.705 4.763
H -1.546 1.135 6.406
H -2.864 -0.073 8.159
```

Calculated values
Molar mass (u): 419.35
Energy relative to the best compared isomer or geometry (same formula, charge and spin) (eV): 11.517
LUMO energy (eV): -4.68
Electronic energy (eV): -36331.65441
Highest occupied orbital energy (Ha): -0.349
Net charge: +1

2.
Computed, not measured: C4H8O3 in the gas phase, with the ωB97M-V functional and the def2-TZVPD basis.

XYZ file:
```
15
C4H8O3 (the ωB97M-V functional and the def2-TZVPD basis)
C 1.338 1.636 1.774
O 0.158 1.047 1.239
C 0.373 0.267 0.183
O 1.411 -0.313 -0.103
C -0.687 0.043 -0.789
C -0.789 -1.525 -1.012
O -2.136 -1.969 -0.955
H 1.591 2.507 1.162
H 1.090 1.946 2.786
H 2.169 0.929 1.767
H -1.638 0.517 -0.992
H 0.105 1.000 -1.124
H -0.294 -1.849 -1.921
H -0.260 -2.017 -0.177
H -2.432 -2.220 -1.839
```

Calculated values
Molar mass (u): 104.10
SMILES: COC(=O)CCO
Energy relative to the best compared isomer or geometry (same formula, charge and spin) (eV): 3.634
LUMO energy (eV): 0.78
Electronic energy (eV): -10417.36909
Highest occupied orbital energy (Ha): -0.374
Net charge: 0

3.
Computed, not measured: a molecular structure, C4H10O2Rh, with the ωB97M-V functional and the def2-TZVPD basis.

XYZ file:
```
17
C4H10O2Rh (the ωB97M-V functional and the def2-TZVPD basis)
O -2.151 0.932 0.148
C -0.993 1.501 0.312
C -0.543 0.186 0.827
O -0.619 -0.861 -0.066
C -0.344 -2.162 0.404
Rh -2.450 -0.279 -1.717
H -0.936 2.365 0.990
H 0.356 1.530 -0.691
H -0.734 -0.012 1.891
H 0.916 0.395 0.468
H -0.342 -2.808 -0.483
H 0.661 -2.170 0.851
H -1.194 -2.463 1.035
C 1.818 1.011 -0.815
H 2.550 0.317 -0.380
H 1.633 0.574 -1.805
H 2.371 1.945 -0.969
```

Calculated values
Molar mass (u): 193.03
Spin multiplicity: 5
LUMO energy (spin up / spin down) (eV): -5.00 / -6.42
Electronic energy (eV): -11394.92459
Highest occupied orbital energy (spin up / spin down) (Ha): -0.427 / -0.489
Net charge: +1

4.
Computed, not measured: a gas-phase ion, C7H13N2O3 (charge -1), with the ωB97M-V functional and the def2-TZVPD basis.

XYZ file:
```
25
C7H13N2O3 (the ωB97M-V functional and the def2-TZVPD basis)
C -1.762 -2.569 -0.313
H -2.388 -3.366 0.085
H -2.045 -2.379 -1.346
H -0.721 -2.882 -0.292
C -1.911 -1.302 0.520
N -0.973 -0.306 0.061
C -1.318 0.972 -0.072
O -2.441 1.407 0.179
C -0.252 1.928 -0.606
H -0.681 2.361 -1.516
H -0.167 2.754 0.108
C 1.122 1.354 -0.946
C 2.011 0.899 0.250
N 1.430 0.977 1.582
H 0.857 1.809 1.690
H 0.833 0.170 1.732
H 2.926 1.505 0.266
C 2.412 -0.604 -0.009
O 3.596 -0.863 -0.192
O 1.437 -1.398 -0.030
H 0.982 0.506 -1.623
H 1.670 2.119 -1.506
H 0.017 -0.672 -0.041
H -1.714 -1.537 1.576
H -2.920 -0.884 0.443
```

Calculated values
Molar mass (u): 173.19
SMILES: CCNC(=O)CC[C@@H](N)C(=O)[O-]
Energy relative to the best compared isomer or geometry (same formula, charge and spin) (eV): 0.205
LUMO energy (eV): 3.65
Electronic energy (eV): -16595.43936
Highest occupied orbital energy (Ha): -0.178
Net charge: -1

5.
Computed, not measured: C28H28BBrNO7P in the gas phase, with the ωB97M-V functional and the def2-TZVPD basis.

XYZ file:
```
67
C28H28BBrNO7P (the ωB97M-V functional and the def2-TZVPD basis)
C -4.694 0.774 2.563
C -3.682 1.521 3.032
C -2.298 1.195 2.508
C -1.601 0.177 3.169
O -2.151 -0.455 4.267
C -0.352 -0.177 2.697
C 0.268 0.463 1.610
C -0.415 1.502 0.990
C 0.196 2.284 -0.160
C 0.638 3.720 0.347
N 0.999 3.633 1.775
C -1.706 1.851 1.427
B -2.586 3.001 0.741
O -2.359 4.341 1.063
C -3.716 2.691 -0.336
C -3.156 2.378 -1.772
C 1.646 -0.023 1.190
O 2.515 0.761 0.861
C 1.837 -1.536 1.271
C 1.237 -2.146 2.381
C 1.360 -3.509 2.523
C 2.087 -4.246 1.617
Br 2.174 -6.124 1.961
C 2.704 -3.681 0.503
P 3.674 -4.583 -0.738
O 3.867 -6.015 -0.485
O 5.119 -3.895 -0.944
O 2.932 -4.440 -2.186
C 2.546 -2.277 0.325
C 3.118 -1.520 -0.871
C 2.004 -1.074 -1.829
C 1.021 -1.954 -2.272
C 0.042 -1.559 -3.167
C -0.021 -0.256 -3.654
C -1.123 0.157 -4.617
C 0.960 0.624 -3.216
C 1.940 0.218 -2.327
C 0.452 -1.285 3.355
O 0.488 -1.445 4.558
H -5.533 0.447 3.178
H -4.611 0.446 1.523
H -3.843 2.298 3.782
H -2.400 -1.341 3.978
H 1.112 1.826 -0.531
H -0.478 2.392 -1.018
H -0.125 4.477 0.148
H 1.544 3.973 -0.233
H 1.920 3.204 1.798
H 1.033 4.553 2.199
H -2.497 4.423 2.018
H -4.375 3.564 -0.418
H -4.294 1.809 -0.027
H -2.184 2.837 -1.981
H -3.855 2.820 -2.500
H -3.168 1.299 -1.958
H 0.874 -4.004 3.363
H 5.514 -4.323 -1.720
H 2.266 -5.146 -2.156
H 3.727 -0.665 -0.561
H 3.788 -2.142 -1.480
H 0.985 -2.987 -1.934
H -0.699 -2.277 -3.522
H -1.806 0.860 -4.113
H -0.709 0.665 -5.496
H -1.721 -0.728 -4.860
H 0.910 1.647 -3.599
H 2.667 0.981 -2.037
```

Calculated values
Molar mass (u): 612.22
SMILES: C=Cc1c(O)c2c(c(CCN)c1B(O)CC)C(=O)c1c(cc(Br)c(P(=O)(O)O)c1Cc1ccc(C)cc1)C2=O
LUMO energy (eV): -0.90
Electronic energy (eV): -125322.63531
Highest occupied orbital energy (Ha): -0.331
Net charge: 0

6.
Computed, not measured: a molecular structure, C37H59Br2N11OPbSe, with the ωB97M-V functional and the def2-TZVPD basis.

XYZ file:
```
112
C37H59Br2N11OPbSe (the ωB97M-V functional and the def2-TZVPD basis)
Pb -0.137 -0.096 -0.695
C -0.676 -0.759 -5.670
N 0.378 0.154 -5.242
C 1.025 0.861 -6.349
C 0.718 0.368 -3.947
N 0.567 -0.529 -2.981
C 0.648 -1.963 -3.286
C 1.521 -2.651 -2.246
N 0.954 -2.556 -0.889
C 2.015 -2.843 0.107
C 3.016 -1.717 0.367
N 2.482 -0.490 0.956
C 3.402 0.342 1.498
N 3.017 1.516 2.005
C 3.964 2.609 2.234
C 1.645 1.741 2.400
N 4.738 0.020 1.641
C 5.347 0.080 2.966
C 5.662 -0.168 0.528
C -0.176 -3.506 -0.707
C -1.077 -3.162 0.477
N -1.867 -1.956 0.212
C -3.039 -1.838 0.750
N -3.506 -2.616 1.778
C -2.700 -2.943 2.950
C -4.920 -2.988 1.889
N -3.866 -0.805 0.238
C -5.000 -1.189 -0.607
C -4.212 0.214 1.230
N 1.294 1.560 -3.653
C 2.368 1.668 -2.664
C 0.806 2.832 -4.180
H -1.372 -0.222 -6.318
H -0.265 -1.596 -6.241
H -1.227 -1.149 -4.823
H 1.237 0.142 -7.140
H 0.380 1.639 -6.764
H 1.961 1.304 -6.024
H -0.345 -2.424 -3.294
H 1.104 -2.129 -4.265
H 1.694 -3.699 -2.528
H 2.488 -2.147 -2.249
H 1.560 -3.131 1.051
H 2.606 -3.701 -0.237
H 3.798 -2.130 1.008
H 3.480 -1.448 -0.588
H 4.207 2.721 3.294
H 4.877 2.447 1.671
H 3.505 3.530 1.883
H 1.513 2.783 2.672
H 1.413 1.107 3.272
H 0.961 1.490 1.593
H 4.573 0.112 3.733
H 5.933 -0.830 3.117
H 6.018 0.935 3.095
H 5.146 -0.061 -0.424
H 6.451 0.589 0.571
H 6.139 -1.150 0.571
H -0.783 -3.516 -1.611
H 0.216 -4.521 -0.553
H -1.737 -4.013 0.673
H -0.445 -3.034 1.360
H -1.719 -2.486 2.876
H -3.189 -2.538 3.839
H -2.590 -4.022 3.082
H -5.310 -3.312 0.929
H -4.991 -3.830 2.575
H -5.546 -2.182 2.282
H -4.747 -2.069 -1.201
H -5.909 -1.395 -0.035
H -5.223 -0.364 -1.286
H -4.937 -0.122 1.983
H -3.304 0.553 1.736
H -4.645 1.066 0.704
H 2.788 0.678 -2.474
H 3.150 2.313 -3.075
H 2.020 2.098 -1.724
H -0.164 2.702 -4.657
H 0.683 3.528 -3.348
H 1.501 3.275 -4.896
C -3.026 -0.056 -2.898
C -3.046 1.252 -2.158
C -4.166 2.102 -2.194
C -4.095 3.345 -1.631
C -2.883 3.789 -1.054
C -2.672 5.093 -0.556
Br -4.079 6.357 -0.521
C -1.441 5.464 -0.101
C -0.388 4.536 -0.079
Br 1.320 5.102 0.505
C -0.527 3.203 -0.461
O 0.428 2.323 -0.376
C -1.819 2.857 -1.007
N -1.941 1.603 -1.530
H -3.959 -0.236 -3.428
H -2.826 -0.882 -2.206
H -2.213 -0.024 -3.621
H -5.078 1.770 -2.678
H -4.947 4.013 -1.655
H -1.277 6.477 0.243
Se 1.160 -1.361 2.933
C 1.109 -0.918 4.738
C 0.223 0.072 5.206
C 0.061 0.246 6.563
C 0.776 -0.555 7.460
C 1.668 -1.523 7.000
C 1.855 -1.698 5.642
H -0.336 0.679 4.503
H -0.625 0.998 6.930
H 0.642 -0.419 8.526
H 2.213 -2.139 7.703
H 2.545 -2.446 5.272
```

Calculated values
Molar mass (u): 1119.92
Energy relative to the best compared isomer or geometry (same formula, charge and spin) (eV): 2.626
LUMO energy (spin up / spin down) (eV): -7.85 / -7.85
Electronic energy (eV): -268429.38721
Highest occupied orbital energy (spin up / spin down) (Ha): -0.412 / -0.412
Net charge: +2